*a*
2 unconnected molecules or ions with the total composition C2H8OS, computed with ωB97M-V with the def2-TZVPD basis set.

Each line ends with the Mulliken charge.
CARTESIAN COORDINATES (ANGSTROEM)
C: 0.76428 2.05510 -1.38851  -0.77
S: 2.26536 1.65800 -0.43260  -0.08
C: 2.49142 -0.10435 -0.88870  -0.71
H: 0.14918 1.19291 -1.63101  0.28
H: 0.23779 2.73684 -0.71584  0.26
H: 0.94561 2.64414 -2.28280  0.27
H: 3.45085 -0.25045 -1.36583  0.27
H: 1.71698 -0.39834 -1.58697  0.24
H: 2.44077 -0.66444 0.04231  0.25
H: -4.96249 -2.74368 4.15872  0.32
H: -4.36443 -3.29243 2.87570  0.32
O: -5.13533 -2.83330 3.21553  -0.64

Properties
LUMO: 1.051 eV
net charge: 0
HOMO: -8.47 eV
frontier orbital gap: 9.5 eV
SMILES: CSC.O

=====

*b*
2 unconnected molecules or ions with the total composition C2H8OS, computed with ωB97M-V with the def2-TZVPD basis set.

Each line ends with the Mulliken charge.
CARTESIAN COORDINATES (ANGSTROEM)
C: -1.56562 -0.19727 0.42846  -0.85
C: -0.70026 -1.19266 -0.53421  -0.49
S: 1.01848 -1.33193 0.27949  -0.24
H: -1.18478 0.91038 0.33109  0.15
H: -1.63687 -0.61226 1.39470  0.33
H: -2.55664 -0.10651 0.15895  0.37
H: -1.07213 -2.21069 -0.61141  0.33
H: -0.58787 -0.82162 -1.54871  0.30
H: 1.61539 -0.11670 0.24394  0.10
H: 1.10157 3.26333 -0.83229  0.32
H: 0.24223 3.18608 0.46270  0.30
O: 0.17233 3.26980 -0.42954  -0.63

Properties
LUMO: 0.610 eV
net charge: 0
HOMO: -8.96 eV
frontier orbital gap: 9.6 eV
SMILES: CCS.O

=====

Tell me which of them is the most stable. Sure, it is *a*.

=====

*a*
C4H6BrNO in the gas phase, computed with ωB97M-V with the def2-TZVPD basis set.

Each line ends with the Mulliken charge.
CARTESIAN COORDINATES (ANGSTROEM)
C: 1.31880 0.18545 0.11472  -0.02
C: -0.66097 1.17186 0.43573  -0.71
C: -0.11088 -0.28718 0.41118  0.58
C: -0.50085 -1.29465 -0.63187  -1.32
N: 1.36929 1.37324 -0.30221  -0.32
O: 0.17258 1.96464 -0.27204  -0.21
Br: 2.87488 -0.75773 0.04448  -0.10
H: -1.66273 1.22131 0.11310  0.37
H: -0.70392 1.61909 1.39535  0.33
H: -0.26991 -0.69910 1.44094  0.34
H: -0.75219 -0.79721 -1.60938  0.33
H: -1.33769 -1.88268 -0.18756  0.32
H: 0.26357 -1.81706 -0.95245  0.41

Properties
LUMO: 0.834 eV
net charge: 0
HOMO: -9.23 eV
frontier orbital gap: 10.1 eV
SMILES: C[C@@H]1CON=C1Br

=====

*b*
C4H6BrNO in the gas phase, computed with ωB97M-V with the def2-TZVPD basis set.

Each line ends with the Mulliken charge.
CARTESIAN COORDINATES (ANGSTROEM)
C: 0.47398 -1.41998 -0.04683  -0.35
C: -0.99558 -0.92696 -0.34028  -0.17
C: 0.91145 0.89660 0.40522  -0.34
C: -1.74227 -0.32887 0.55165  -0.14
N: 1.39914 1.97274 -0.16326  -0.16
O: 1.27169 -0.26681 -0.35992  -0.28
Br: -3.53819 0.22793 -0.04991  -0.21
H: 0.89779 -2.15028 -0.80175  0.22
H: 0.61022 -1.65577 0.97824  0.31
H: -1.15792 -0.85245 -1.42913  0.27
H: -1.59456 -0.22371 1.73141  0.32
H: 1.41669 2.85840 0.43235  0.31
H: 2.04757 1.86916 -0.90778  0.22

Properties
LUMO: 0.927 eV
net charge: 0
HOMO: -8.61 eV
frontier orbital gap: 9.5 eV

=====

*c*
C4H6BrNO in the gas phase, computed with ωB97M-V with the def2-TZVPD basis set.

Each line ends with the Mulliken charge.
CARTESIAN COORDINATES (ANGSTROEM)
C: 1.12269 2.07282 0.14922  -0.70
C: -0.48922 -2.16173 -0.63199  0.06
C: 0.39355 1.07197 0.59393  0.27
C: -0.51670 0.25910 -0.27627  -0.32
N: -0.71656 -1.07413 0.25503  -0.19
O: -0.11031 -1.99634 -1.77160  -0.53
Br: 0.52509 0.56925 2.45294  -0.19
H: 1.81938 2.66577 0.83434  0.23
H: 1.18755 2.28635 -0.92550  0.28
H: -0.55897 -3.21989 -0.11691  0.27
H: -1.52297 0.66121 -0.35562  0.26
H: 0.11693 0.06363 -1.33321  0.29
H: -1.25046 -1.19803 1.12565  0.28

Properties
LUMO: 0.644 eV
net charge: 0
HOMO: -9.57 eV
frontier orbital gap: 10.2 eV
SMILES: C=C(Br)CNC=O

=====

Tell me which of them is the most stable. Sure, it is *c*.

=====

*a*
3 unconnected molecules or ions with the total composition CH3NO, computed with ωB97M-V with the def2-TZVPD basis set.

Each line ends with the Mulliken charge.
CARTESIAN COORDINATES (ANGSTROEM)
C: 0.15537 0.39992 0.05921  0.21
H: -1.32876 -1.17858 0.50981  0.29
H: -2.08037 0.19786 1.26398  0.16
H: 0.14733 1.57927 0.00868  0.31
N: -1.07799 -0.11991 -0.36383  -0.51
O: 1.23444 -0.26984 0.05114  -0.46

Properties
LUMO: -2.346 eV
net charge: 0
HOMO: -10.64 eV
frontier orbital gap: 8.3 eV

=====

*b*
CH3NO in the gas phase, computed with ωB97M-V with the def2-TZVPD basis set.

Each line ends with the Mulliken charge.
CARTESIAN COORDINATES (ANGSTROEM)
C: -0.44597 0.40936 -0.15171  0.08
N: 0.54562 -0.46209 -0.08457  -0.31
O: -1.64191 0.16811 0.61642  -0.59
H: -0.32467 1.36584 -0.63571  0.33
H: 1.50866 -0.16677 -0.17499  0.24
H: 0.35826 -1.31446 0.43055  0.26

Properties
LUMO: 0.771 eV
net charge: 0
HOMO: -9.57 eV
frontier orbital gap: 10.3 eV
SMILES: NC=O

=====

Tell me which of them is the most stable. Sure, it is *b*.